1.
{
  "formula": "C36H45N9",
  "method": "ωB97M-V with the def2-TZVPD basis set",
  "gap_ev": 8.23,
  "spin_multiplicity": 1,
  "charge": 0,
  "lumo_ev": 0.3,
  "smiles": "c1cc[nH]c1.c1cc[nH]c1.c1cc[nH]c1.c1cc[nH]c1.c1cc[nH]c1.c1cc[nH]c1.c1cc[nH]c1.c1cc[nH]c1.c1cc[nH]c1",
  "e_tot_ha": -1891.51216,
  "homo_energy_ev": -7.92,
  "relative_energy_kcal_mol": 15.4,
  "species": ["C", "C", "C", "N", "C", "H", "H", "H", "H", "H", "C", "C", "C", "N", "C", "H", "H", "H", "H", "H", "C", "C", "C", "N", "C", "H", "H", "H", "H", "H", "C", "C", "C", "N", "C", "H", "H", "H", "H", "H", "C", "C", "C", "N", "C", "H", "H", "H", "H", "H", "C", "C", "C", "N", "C", "H", "H", "H", "H", "H", "C", "C", "C", "N", "C", "H", "H", "H", "H", "H", "C", "C", "C", "N", "C", "H", "H", "H", "H", "H", "C", "C", "C", "N", "C", "H", "H", "H", "H", "H"],
  "positions_angstrom": [[-2.0750, 3.8476, -3.3998], [-1.9916, 2.8873, -2.3763], [-0.9607, 2.0233, -2.6635], [-0.3912, 2.4717, -3.8357], [-1.0406, 3.6031, -4.2612], [-2.8481, 4.5855, -3.5292], [-2.6764, 2.8399, -1.5438], [-0.5780, 1.1372, -2.1858], [0.4199, 2.0826, -4.2790], [-0.7181, 4.0643, -5.1798], [0.2524, -1.0538, 0.0855], [1.0386, -1.2021, 1.2276], [0.4827, -0.3932, 2.1973], [-0.5867, 0.2571, 1.6179], [-0.7359, -0.1172, 0.3150], [0.3453, -1.5888, -0.8493], [1.9423, -1.7891, 1.2688], [0.8253, -0.1347, 3.1835], [-1.1906, 0.8659, 2.1504], [-1.5649, 0.1684, -0.3081], [3.8292, 3.2781, -0.7719], [3.4590, 2.1689, -0.0025], [2.1383, 1.9143, -0.2221], [1.6539, 2.8796, -1.0726], [2.6777, 3.7376, -1.3779], [4.8415, 3.6494, -0.7806], [4.1336, 1.5994, 0.6186], [1.5222, 1.0933, 0.1053], [0.6994, 2.9394, -1.3870], [2.4926, 4.5947, -2.0070], [-3.0673, 0.5479, 4.0354], [-1.9315, 0.5091, 4.8836], [-1.4858, 1.8061, 4.9590], [-2.2496, 2.5813, 4.1575], [-3.2402, 1.8273, 3.5597], [-3.7197, -0.2825, 3.8087], [-1.5563, -0.3761, 5.3652], [-0.6228, 2.1793, 5.4866], [-2.0236, 3.5325, 3.9086], [-3.9784, 2.2836, 2.9276], [4.6663, -2.2178, 2.5450], [3.9057, -3.0138, 3.4290], [3.2218, -3.9431, 2.6611], [3.6445, -3.7678, 1.3832], [4.5992, -2.7857, 1.2883], [5.2744, -1.3843, 2.8580], [3.8566, -2.9191, 4.5015], [2.5173, -4.7042, 2.9445], [3.2830, -4.2919, 0.6059], [5.1229, -2.5204, 0.3878], [-3.2801, -2.4218, -3.8715], [-4.1782, -3.4643, -3.5391], [-4.7375, -3.1534, -2.3182], [-4.1555, -1.9970, -1.9014], [-3.2927, -1.5013, -2.8366], [-2.6816, -2.3431, -4.7642], [-4.3997, -4.3276, -4.1421], [-5.4351, -3.6227, -1.6456], [-4.3670, -1.5088, -1.0510], [-2.8064, -0.5768, -2.5718], [-2.1592, -5.2611, -0.7520], [-1.4352, -4.0826, -0.3968], [-0.8999, -4.3202, 0.8501], [-1.2885, -5.5635, 1.2608], [-2.1198, -6.1130, 0.3166], [-2.6269, -5.4411, -1.7060], [-1.1759, -3.3035, -1.0905], [-0.2748, -3.6983, 1.4717], [-1.1327, -6.0348, 2.1305], [-2.5012, -7.1129, 0.4449], [-0.8765, 4.9966, 1.8821], [-1.8462, 5.9515, 2.3015], [-3.0554, 5.5771, 1.7634], [-2.8415, 4.4317, 1.0438], [-1.5247, 4.0873, 1.0819], [0.1664, 4.9461, 2.1467], [-1.7020, 6.7873, 2.9658], [-4.0337, 6.0201, 1.8284], [-3.6049, 3.9943, 0.5620], [-1.2189, 3.2129, 0.5310], [4.1295, -2.1183, -2.4271], [5.1007, -1.6262, -3.3254], [5.0382, -0.2549, -3.3187], [4.1014, 0.1158, -2.3861], [3.5330, -1.0098, -1.8632], [3.7774, -3.1161, -2.2226], [5.7829, -2.2021, -3.9308], [5.7428, 0.4248, -3.7681], [3.9497, 1.0419, -2.0158], [2.7168, -0.8822, -1.1696]],
  "atomic_forces_ev_per_a": [[0.1738, 0.3461, -0.3654], [-0.3472, -0.5272, 0.4603], [0.1312, 0.2564, -0.5563], [-0.2485, 0.3360, 0.4286], [0.2060, -0.6092, -0.3874], [0.1410, 0.1780, 0.1231], [0.0941, -0.2224, 0.0313], [-0.0602, 0.0244, 0.1287], [0.0650, -0.0989, 0.0346], [-0.1681, 0.1596, 0.0417], [-0.7224, 0.1082, -1.4693], [0.1944, 0.0870, 0.5006], [-0.0279, 0.3327, -0.7923], [0.2199, 0.2384, 0.8379], [0.4086, -0.8902, 0.5167], [0.1930, 0.0487, 0.0437], [-0.0293, -0.0439, 0.3528], [-0.1456, -0.0811, 0.0867], [-0.1064, -0.0135, -0.1208], [-0.0844, 0.1762, 0.1327], [-0.1833, 0.6265, 0.0210], [0.2961, -0.8124, 0.3530], [-0.6445, -0.1513, -0.0462], [0.8076, -0.1205, 0.5648], [0.1068, 0.1795, -0.5406], [-0.1926, 0.4284, -0.2597], [-0.1520, -0.1314, -0.0115], [-0.0598, 0.1239, 0.1098], [0.0226, 0.1363, -0.0538], [0.1022, -0.0674, -0.0058], [-0.5567, -0.3717, -0.4941], [-0.6526, 0.3524, -0.1613], [0.8619, -0.6483, 0.1785], [-0.3669, 0.4802, -0.4830], [0.7591, -0.0681, 0.7902], [0.0967, -0.0066, -0.0571], [0.1452, 0.1236, 0.1711], [-0.0858, 0.2218, -0.0685], [-0.1075, 0.0304, 0.0292], [-0.0505, -0.0332, -0.0537], [0.9273, -0.4053, 0.0781], [-0.9249, -0.2098, -0.1634], [0.6813, 0.6694, 0.7179], [0.2349, -0.5734, -0.9707], [-0.8124, 0.6614, 0.8934], [0.1671, -0.0563, -0.1829], [-0.1490, 0.1035, -0.0280], [-0.0302, -0.0454, -0.1160], [0.1368, -0.0488, -0.0515], [-0.3022, -0.0663, -0.2220], [0.4058, 0.6880, 0.1455], [-0.3596, 0.0472, 0.1912], [0.4148, 0.0650, 0.1490], [-0.2098, 0.5117, 0.0885], [-0.2836, -0.7684, 0.2400], [-0.0298, -0.0422, -0.0191], [-0.0314, -0.0349, 0.0021], [-0.0504, -0.3152, -0.2928], [-0.0815, -0.1578, 0.0995], [0.2818, 0.0096, -0.5922], [-0.2604, 0.2921, -0.0017], [0.4476, -1.0386, -0.0013], [0.2608, 0.4291, 0.0701], [-0.8641, -0.2015, -0.2359], [0.5450, -0.2836, -0.3343], [-0.1572, 0.0095, 0.0892], [-0.2014, 0.3187, 0.2217], [0.0000, 0.0050, -0.0446], [0.2421, 0.3984, 0.2566], [-0.0719, 0.0566, -0.0233], [-0.0615, -0.1844, -0.1210], [-0.2498, -0.1149, 0.1998], [0.4932, -0.0984, 0.1851], [-0.7151, 0.7284, 0.0643], [-0.2090, -0.3493, -0.0435], [0.0387, 0.1365, -0.0657], [0.1100, 0.0512, -0.0869], [-0.0054, 0.0142, 0.0363], [0.2994, -0.3212, -0.2516], [0.3511, 0.0405, 0.1473], [-0.8031, 0.5836, 0.4538], [0.1601, -0.1549, -0.5490], [0.5448, -0.2145, 0.6667], [0.2144, -0.3288, -0.4372], [-0.1205, 0.2692, 0.0508], [0.3266, -0.1648, -0.1542], [-0.0631, -0.0258, -0.0174], [-0.2776, 0.2369, -0.0520], [-0.0694, 0.0420, -0.1040], [0.0781, -0.2611, 0.1048]]
}

2.
{
  "formula": "C11H17NO3",
  "method": "ωB97M-V with the def2-TZVPD basis set",
  "gap_ev": 8.79,
  "spin_multiplicity": 1,
  "charge": 0,
  "lumo_ev": 0.6,
  "smiles": "CC(C)NC[C@H](O)c1ccc(O)c(O)c1",
  "e_tot_ha": -709.82681,
  "homo_energy_ev": -8.23,
  "relative_energy_kcal_mol": 2.3,
  "species": ["C", "C", "C", "N", "C", "C", "O", "C", "C", "C", "C", "O", "C", "O", "C", "H", "H", "H", "H", "H", "H", "H", "H", "H", "H", "H", "H", "H", "H", "H", "H", "H"],
  "positions_angstrom": [[2.4379, 2.6332, -0.1473], [2.0798, 1.5872, 0.9071], [3.0725, 0.4190, 0.8568], [0.6943, 1.1967, 0.6993], [0.0967, 0.4035, 1.7502], [-1.3982, 0.1720, 1.4477], [-2.0348, -0.4825, 2.5247], [-1.5395, -0.6792, 0.2114], [-1.3842, -2.0547, 0.2826], [-1.4674, -2.8339, -0.8573], [-1.6985, -2.2482, -2.0919], [-1.7735, -3.0112, -3.2135], [-1.8554, -0.8582, -2.1664], [-2.0855, -0.3240, -3.4148], [-1.7784, -0.0862, -1.0228], [2.4257, 2.1861, -1.1389], [1.7149, 3.4435, -0.1245], [3.4289, 3.0378, 0.0394], [2.1297, 2.0537, 1.8991], [4.0880, 0.7834, 0.9881], [3.0063, -0.0869, -0.1052], [2.8651, -0.3033, 1.6427], [0.6100, 0.7029, -0.1851], [0.1905, 0.9663, 2.6870], [0.5682, -0.5830, 1.8947], [-1.8645, 1.1536, 1.2678], [-1.9047, 0.0399, 3.3232], [-1.2155, -2.5155, 1.2423], [-1.3541, -3.9049, -0.8111], [-1.9525, -2.4223, -3.9594], [-2.1985, 0.6288, -3.3344], [-1.9034, 0.9865, -1.0915]],
  "atomic_forces_ev_per_a": [[-0.0570, -0.0923, 0.3809], [0.2122, 0.0911, -0.2169], [-0.2616, 0.2389, 0.1971], [-0.1754, -0.0290, -0.1109], [-0.2231, -0.0912, 0.0234], [0.4065, 0.3521, -0.1576], [-0.1030, -0.2201, 0.2478], [-0.1521, 0.1054, 0.1220], [-0.0131, 0.0757, 0.0255], [-0.0191, 0.0601, -0.2720], [-0.0344, 0.4492, 0.0458], [-0.0342, 0.0180, -0.1365], [0.0535, -0.1441, 0.0462], [0.0228, -0.1682, 0.0723], [0.0128, -0.1602, 0.0190], [0.0182, -0.0585, -0.1656], [-0.0550, 0.0948, -0.0248], [0.1452, 0.0479, -0.0648], [0.0106, -0.0180, -0.0752], [0.1565, -0.0157, 0.0127], [0.0088, -0.0578, -0.1188], [0.0284, -0.1200, 0.0492], [0.0192, 0.0222, 0.0159], [-0.0238, -0.0518, 0.0004], [-0.0766, 0.0818, 0.0684], [0.1152, -0.1490, -0.0292], [0.0089, -0.0195, -0.0522], [0.0165, -0.0784, 0.1172], [0.0102, -0.1522, -0.0012], [0.0151, -0.0873, 0.0236], [-0.0019, -0.0602, -0.0400], [-0.0302, 0.1360, -0.0018]]
}

3.
{
  "formula": "H22NeO11",
  "method": "ωB97M-V with the def2-TZVPD basis set",
  "gap_ev": 9.93,
  "spin_multiplicity": 1,
  "charge": 0,
  "lumo_ev": -0.7,
  "e_tot_ha": -969.78490,
  "homo_energy_ev": -10.63,
  "relative_energy_kcal_mol": 17.6,
  "species": ["Ne", "O", "H", "H", "O", "H", "H", "O", "H", "H", "O", "H", "H", "O", "H", "H", "O", "H", "H", "O", "H", "H", "O", "H", "H", "O", "H", "H", "O", "H", "H", "O", "H", "H"],
  "positions_angstrom": [[0.5062, 0.0838, 0.0223], [0.4368, 0.4764, 3.5326], [-0.3176, 0.9199, 3.1446], [0.4298, -0.3967, 3.1404], [-1.6713, 1.9303, 2.1257], [-1.2737, 2.5620, 1.5264], [-2.4200, 1.5800, 1.6430], [-3.8603, 1.4801, 0.6716], [-3.7793, 2.3439, 0.2673], [-3.3478, 0.9017, 0.1068], [0.5201, -2.7208, -2.5671], [1.1094, -3.4741, -2.6068], [-0.0486, -2.8205, -3.3306], [1.8891, 2.9908, -0.5589], [2.4271, 2.7307, -1.3066], [2.1450, 2.3906, 0.1414], [-0.3530, -2.9189, -0.0622], [-1.0888, -3.5198, -0.1798], [-0.0399, -2.7464, -0.9502], [2.2375, 1.7527, 2.1273], [3.1815, 1.6054, 2.0679], [1.9139, 1.0243, 2.6575], [-2.0161, -0.2754, -0.9102], [-2.3573, -0.2355, -1.8036], [-1.6281, -1.1476, -0.8402], [1.3537, -2.3013, 2.1035], [0.7940, -2.5533, 1.3690], [1.2438, -3.0061, 2.7417], [-0.6579, 1.9641, -2.0068], [0.0434, 2.1803, -1.3923], [-1.0955, 1.2081, -1.6152], [2.2307, -0.5313, -2.9148], [1.9423, -0.3953, -3.8174], [1.5510, -1.0819, -2.5261]],
  "atomic_forces_ev_per_a": [[0.1425, -0.0310, 0.0892], [0.3780, -0.4446, 0.5614], [-0.5804, 0.5349, -0.3611], [0.0321, -0.5472, -0.1435], [0.8637, 0.0679, 0.6309], [0.3066, 0.1878, -0.0662], [-0.6745, -0.1127, -0.0400], [-0.4090, -0.0796, 0.1114], [-0.0991, 0.3436, -0.1311], [0.1984, -0.5156, -0.4315], [-0.2016, -0.0478, -0.0849], [0.4280, -0.2415, 0.0147], [-0.2439, 0.0753, -0.2920], [-0.3258, 0.2083, -0.3968], [0.1256, -0.0420, -0.2900], [-0.0658, -0.2917, 0.7649], [-0.5224, 0.1979, 0.6434], [-0.1678, -0.2783, 0.1946], [0.3604, 0.0240, -0.6366], [0.7730, 0.6086, -0.8599], [0.3301, 0.0973, 0.0173], [-0.8074, -0.2902, 0.5114], [-0.4372, 0.2361, -0.0921], [-0.3101, -0.0460, -0.3613], [0.3391, -0.3807, 0.4549], [0.3004, 0.3694, 0.4353], [-0.3807, -0.1007, -0.4476], [0.0511, -0.1442, 0.2060], [-0.3883, 0.1885, -0.5251], [0.5839, 0.3083, 0.2785], [0.1289, -0.1648, 0.3092], [0.4610, 0.2717, 0.0663], [-0.0467, 0.1434, -0.1843], [-0.1422, -0.1045, 0.0547]]
}

4.
{
  "formula": "C4H11NO2",
  "method": "ωB97M-V with the def2-TZVPD basis set",
  "gap_ev": 10.12,
  "spin_multiplicity": 1,
  "charge": 0,
  "lumo_ev": 0.6,
  "smiles": "C[C@H](O)[C@H](N)CO",
  "e_tot_ha": -364.21814,
  "homo_energy_ev": -9.48,
  "relative_energy_kcal_mol": 31.4,
  "species": ["C", "C", "O", "C", "N", "C", "O", "H", "H", "H", "H", "H", "H", "H", "H", "H", "H", "H"],
  "positions_angstrom": [[0.9697, 1.4249, 0.5789], [-0.3331, 0.6317, 0.6354], [-0.2912, -0.3604, 1.6290], [-0.5352, -0.0442, -0.7342], [-1.8110, -0.7841, -0.7912], [0.6069, -0.9746, -1.1712], [1.3545, -1.5601, -0.1005], [1.8434, 0.7849, 0.4361], [1.2252, 1.8652, 1.5544], [1.0121, 2.1862, -0.1975], [-1.1670, 1.3156, 0.7352], [-0.0322, 0.0421, 2.4695], [-0.5766, 0.7149, -1.4814], [-2.6021, -0.1589, -0.8351], [-1.9260, -1.2499, 0.0991], [0.1161, -1.8033, -1.6772], [1.3445, -0.5553, -1.8374], [0.8020, -1.4748, 0.6884]],
  "atomic_forces_ev_per_a": [[0.9291, -0.0612, 0.9441], [1.3045, 0.7005, -1.8923], [-0.4118, -0.1550, 0.7754], [-0.3081, -0.7859, 0.4522], [0.1960, -0.0215, 0.2246], [-0.0577, -1.2781, 0.7388], [-0.0476, 0.1588, 0.0631], [-0.3115, -0.3468, -0.3641], [-0.4810, 0.3847, -0.1610], [-0.3283, 0.1206, 0.0798], [-0.3946, 0.1411, 0.5177], [-0.0880, -0.1241, -0.1950], [-0.1793, 0.8406, -0.4748], [-0.0439, 0.3200, -0.1601], [-0.0140, -0.3824, 0.0906], [-0.0608, 0.0891, -0.4686], [0.0389, 0.5747, -0.2286], [0.2580, -0.1751, 0.0585]]
}

5.
{
  "formula": "CH9O4",
  "method": "ωB97M-V with the def2-TZVPD basis set",
  "gap_ev": [11.76, 7.82],
  "spin_multiplicity": 2,
  "charge": 0,
  "lumo_ev": [0.5, -3.4],
  "e_tot_ha": -344.34556,
  "s_squared": 0.7540,
  "homo_energy_ev": [-11.24, -11.21],
  "relative_energy_kcal_mol": 0.1,
  "species": ["C", "O", "H", "H", "H", "H", "H", "O", "H", "H", "O", "H", "H", "O"],
  "positions_angstrom": [[-1.6763, -0.4356, -0.9482], [-0.5026, -0.1209, -0.3253], [-2.4315, -0.8221, -0.2330], [-2.1448, 0.4176, -1.4392], [-1.5446, -1.3171, -1.5969], [1.9413, 0.1106, 1.7205], [1.0934, 0.6708, 0.7400], [1.9205, 0.9018, 1.1952], [0.3029, 0.5716, -1.4209], [1.4657, 0.6573, -2.4972], [0.5536, 0.8753, -2.3241], [-0.5921, -0.9165, 1.3281], [0.0938, -1.8030, 2.4309], [-0.5340, -1.1067, 2.2648]],
  "atomic_forces_ev_per_a": [[-1.1281, 0.1618, 0.4676], [-0.7536, -0.7478, 0.4159], [0.4470, -0.0285, 0.2440], [0.3353, -0.0972, -0.4912], [0.2610, 0.2281, -0.1786], [0.6399, -0.4660, 0.9525], [0.2563, 0.8313, -0.1763], [-0.7946, -0.2457, -0.6759], [0.7678, 0.6150, -0.8362], [0.3584, -0.0996, 0.1630], [-0.4951, 0.0797, -0.1452], [0.4173, -0.3352, -0.2457], [0.2440, -0.3495, -0.2799], [-0.5555, 0.4538, 0.7859]]
}

6.
{
  "formula": "C8H6F6O",
  "method": "ωB97M-V with the def2-TZVPD basis set",
  "gap_ev": [7.01, 7.85],
  "spin_multiplicity": 3,
  "charge": 0,
  "lumo_ev": [0.3, -3.3],
  "e_tot_ha": -982.69012,
  "s_squared": 2.0079,
  "homo_energy_ev": [-6.70, -11.15],
  "species": ["C", "C", "C", "C", "C", "C", "C", "C", "O", "F", "F", "F", "F", "F", "F", "H", "H", "H", "H", "H", "H"],
  "positions_angstrom": [[1.1459, -0.0262, 0.4926], [2.3738, -0.0742, -0.0415], [0.2078, -2.2691, 1.0220], [0.4284, -1.2628, -0.0206], [2.3096, -1.4462, -0.6852], [0.3938, 0.9171, 1.3906], [-0.5213, -1.1874, -1.1872], [3.5842, 0.7422, 0.2014], [0.5390, -2.2310, 2.1519], [-0.4394, -3.3620, 0.4835], [3.1220, -2.4182, -0.2438], [2.2929, -1.4056, -2.0285], [4.5195, 0.7262, -0.7367], [3.2072, 2.0290, 0.4055], [4.1761, 0.3610, 1.3041], [-0.1434, 1.7758, 0.8970], [0.9617, 1.5491, 2.0199], [-0.3069, 0.3378, 1.9339], [-1.0971, -0.2568, -1.0774], [-1.1547, -2.1596, -1.0899], [0.0229, -1.0876, -2.1082]],
  "atomic_forces_ev_per_a": [[-0.3988, 0.4719, -0.5029], [-1.0836, -2.2940, -0.2448], [-0.6166, 0.7201, -3.2541], [-4.7499, 0.8072, 3.4957], [5.3182, 1.0150, -1.9808], [-0.2821, 1.1123, -1.5386], [-0.3160, -1.6595, 1.3600], [-0.4917, 1.0466, 0.2718], [0.6151, -0.1312, 1.9266], [0.0596, -0.1551, 0.5388], [-0.3696, 0.5122, -0.3170], [0.2721, -0.5281, 0.0821], [-0.1715, -0.1188, -0.8381], [-0.0201, 0.0988, -0.2996], [0.7597, -0.6430, 1.5023], [0.0796, -1.3239, -0.4586], [1.3216, -0.1088, 1.0429], [-0.7083, -0.3427, 0.7173], [-0.1537, -0.3112, 0.0130], [0.9112, 2.0829, -0.8240], [0.0248, -0.2507, -0.6919]]
}